1.
# C5H8N2O

A molecular structure, C5H8N2O (the ωB97M-V functional and the def2-TZVPD basis, the OMol25 dataset).

```
16
Properties=species:S:1:pos:R:3:forces:R:3
C 0.342208 -1.081818 -0.072610 5.851 -1.488 1.367
C -0.726318 -0.444193 -0.867997 1.908 3.028 3.066
C 1.052293 0.290590 -0.471327 2.422 -0.748 1.510
C 0.256075 1.376808 0.390579 1.876 -0.086 2.340
C -0.989219 0.702798 0.225801 -6.641 -0.799 -1.325
H 0.335130 -0.756942 2.029594 -0.147 -3.084 -1.193
H -0.299882 -2.353451 1.316695 1.753 1.621 1.568
H 1.013837 -1.782846 -0.571071 -0.789 -0.465 -0.705
H -1.599490 -0.831272 -1.245212 -1.572 -0.996 -1.601
H 2.181881 0.329914 -0.656147 -1.701 0.147 0.402
H 0.601418 1.997083 1.247040 0.201 -1.269 -0.468
H -0.188241 1.557492 -1.345334 -2.807 2.461 1.005
H -2.113507 0.378893 0.670451 3.453 1.733 -0.154
N 0.553273 -1.673114 1.421064 -3.648 2.835 -2.251
N -0.723632 2.019102 -0.402245 0.632 -1.058 -2.577
O 0.304175 0.270954 -1.669281 -0.792 -1.834 -0.980
```
Forces are in eV/Å.

Output
- LUMO (eV) = 0.781
- strongest force on any atom (eV Å⁻¹) = 6.8
- total charge = 0

2.
# C5H8N2O

C5H8N2O in the gas phase (the ωB97M-V functional and the def2-TZVPD basis, the OMol25 dataset).

```
16
Properties=species:S:1:pos:R:3:forces:R:3
C -2.646187 -0.568449 0.190119 0.627 0.779 -0.197
C -1.162786 -0.702078 0.299683 0.855 1.625 0.549
C -0.325170 0.079549 0.977360 3.151 -2.025 -2.411
C 1.270451 -0.441434 0.181278 -1.857 2.246 0.832
C 1.968474 0.583463 -0.794585 -1.165 -1.183 -0.501
O 2.205730 -0.888933 1.119727 0.463 0.802 -1.734
N 0.733944 -1.474509 -0.755315 -0.272 0.127 2.196
N -0.478548 -1.606751 -0.595957 -0.964 -0.727 -1.752
H -3.077169 -0.491511 1.156975 -0.520 -0.130 0.929
H -3.054661 -1.375264 -0.346433 -0.603 -1.165 -0.543
H -2.950114 0.350493 -0.336561 0.417 -0.246 0.038
H -0.469735 0.792823 1.763504 0.040 0.320 -0.002
H 2.749206 -0.038010 -1.304455 -0.699 0.791 0.196
H 2.405269 1.419503 -0.324587 0.756 0.657 1.080
H 1.256956 1.079543 -1.522911 0.566 -1.206 0.610
H 1.799955 -1.354268 1.828453 -0.794 -0.664 0.710
```
Forces are in eV/Å.

Output
- LUMO (eV) = 0.059
- strongest force on any atom (eV Å⁻¹) = 4.5
- SMILES = CC1=C[C@@](C)(O)N=N1
- total charge = 0

3.
# C5H8N2O

C5H8N2O in the gas phase (the ωB97M-V functional and the def2-TZVPD basis, the OMol25 dataset).

```
16
Properties=species:S:1:pos:R:3:forces:R:3
C -2.175766 0.486878 -1.050333 -0.096 0.053 -0.055
C -1.359109 0.430084 -0.016354 0.069 -0.290 0.078
C -0.169826 -0.481264 0.068147 0.281 0.452 -0.226
N -0.175036 -1.152375 1.366084 -0.050 -0.144 0.131
C 1.121575 0.318543 -0.071410 -0.354 -1.021 -0.145
N 2.269841 -0.422774 -0.485299 0.228 0.018 0.002
C 1.139444 1.587764 0.212097 -0.061 1.183 0.046
O 1.119406 2.749728 0.366879 0.054 -0.486 0.016
H -2.029565 -0.128460 -1.923393 0.063 -0.176 -0.132
H -3.014892 1.160405 -1.076039 -0.137 0.165 0.045
H -1.511631 1.048870 0.856743 -0.098 0.175 0.129
H -0.179067 -1.186553 -0.780894 -0.014 0.211 0.105
H 0.486595 -1.920154 1.378455 -0.108 -0.010 0.065
H -1.095664 -1.525654 1.566397 0.055 -0.122 -0.040
H 2.500279 -1.148584 0.187642 0.131 0.196 0.020
H 3.073416 0.183546 -0.598721 0.036 -0.204 -0.039
```
Forces are in eV/Å.

Output
- LUMO (eV) = 0.776
- strongest force on any atom (eV Å⁻¹) = 1.2
- SMILES = C=C[C@H](N)C(N)=C=O
- total charge = 0

4.
# C5H8N2O

C5H8N2O in the gas phase (the ωB97M-V functional and the def2-TZVPD basis, the OMol25 dataset).

```
16
Properties=species:S:1:pos:R:3:forces:R:3
H -1.816623 -0.770205 -2.323550 -0.017 0.588 -0.221
N -2.028327 -0.104127 -1.569380 1.530 -1.002 1.490
C -0.940061 0.113386 -0.891193 -3.221 2.024 -4.659
C -0.925687 0.943833 0.370201 1.520 -2.443 -1.095
N 0.282525 0.222459 0.791510 1.435 0.883 0.965
C 0.423296 -0.197254 2.170746 1.076 0.141 -0.575
C 1.222762 -0.055021 -0.365742 -2.034 -0.319 2.902
C 0.458816 -0.125220 -1.446702 -0.790 -0.628 1.577
O 0.687275 -0.582644 -2.699070 0.226 0.325 -0.106
H -0.802778 2.018087 0.229445 0.074 0.135 -0.103
H -1.792721 0.709968 0.991447 0.212 0.032 -0.096
H 1.204655 0.388260 2.663358 0.059 -0.092 0.404
H -0.503835 -0.058805 2.736097 0.088 -0.006 -0.367
H 0.703834 -1.254557 2.213426 -0.040 -0.004 0.181
H 2.199924 -0.428708 -0.109102 0.288 0.336 -0.217
H 1.626945 -0.819453 -2.761493 -0.406 0.030 -0.082
```
Forces are in eV/Å.

Output
- LUMO (eV) = 0.594
- strongest force on any atom (eV Å⁻¹) = 6.0
- SMILES = [H]/N=C1/CN(C)C=C1O
- total charge = 0

Computed ΔE to the lowest compared entry with this formula, charge and spin (kcal/mol) in order:
160.40; 79.98; 55.19; 76.23
Computed HOMO-LUMO gap (hartree) in order:
0.377; 0.338; 0.322; 0.293